Record 1
The following is a quantum chemistry calculation of a molecular structure, C14H19FN2O3S at a distorted geometry, from the Open Molecules 2025 dataset.

Last column: natural (NBO) charge in e.
Positions of all 40 atoms, in Å:
C 5.10 -2.31 -0.78  -0.869
H 4.91 -3.20 -0.32  0.258
H 4.63 -2.47 -1.89  0.232
H 6.11 -1.93 -0.85  0.264
S 4.10 -1.00 -0.30  2.239
O 4.35 -1.10 1.35  -1.012
O 4.40 0.22 -0.65  -0.886
N 2.53 -1.79 -0.63  -0.615
C 1.55 -0.77 -0.81  -0.226
C 0.80 -0.34 0.56  -0.498
H 1.52 -0.37 1.41  0.255
H 0.21 0.34 0.40  0.202
C 0.02 -1.48 0.83  -0.109
C -1.48 -1.49 0.42  0.651
O -1.74 -1.94 -0.83  -0.674
N -2.17 -0.65 1.21  -0.604
H -1.85 -0.06 1.94  0.424
C -3.47 -0.17 0.66  -0.258
C -3.63 1.18 0.14  -0.067
C -4.25 2.17 0.92  -0.163
C -4.15 3.48 0.33  -0.273
C -3.22 3.77 -0.41  0.393
C -2.55 2.84 -1.14  -0.242
C -2.55 1.57 -0.65  -0.207
H -2.12 0.66 -1.51  0.247
H -1.91 3.26 -2.01  0.262
F -3.12 5.32 -1.01  -0.438
H -4.90 4.16 0.90  0.260
H -4.85 1.92 1.68  0.209
H -4.30 -0.30 1.43  0.201
H -3.84 -0.95 -0.28  0.259
C 0.63 -2.93 0.34  -0.482
C 2.07 -2.81 0.41  -0.252
H 2.62 -2.53 1.32  0.262
H 2.59 -3.70 -0.02  0.204
H 0.06 -3.26 -0.43  0.260
H 0.30 -3.77 0.96  0.241
H -0.11 -1.60 2.34  0.130
H 2.06 0.13 -1.08  0.220
H 0.87 -1.19 -1.36  0.203

As for the spin multiplicity: 1. The molar mass is 314.4 g mol⁻¹. For the largest force on an atom, the calculation gives 19.88 eV/Å. The energy relative to the best compared isomer or geometry (same formula, charge and spin) comes out at 1430.5 kJ/mol.

***

Record 2
The following is a quantum chemistry calculation of 2 unconnected molecules or ions with the total composition C3H7NO3 at a distorted geometry, from the Open Molecules 2025 dataset.

Last column: natural (NBO) charge in e.
Positions of all 14 atoms, in Å:
C -0.90 -0.73 -0.77  -0.730
C 1.36 -0.12 -1.73  -0.710
C 0.33 0.11 -0.70  0.629
N -1.27 0.80 2.71  0.311
O -1.99 1.08 3.67  -0.327
O 0.07 0.75 2.86  -0.539
O 0.56 0.90 0.20  -0.599
H -0.67 -1.80 -0.74  0.243
H -1.61 -0.44 0.01  0.252
H -1.37 -0.49 -1.73  0.238
H 2.33 -0.33 -1.09  0.247
H 1.55 0.67 -2.34  0.246
H 1.14 -1.01 -2.27  0.218
H 0.47 0.62 1.91  0.522

As for the spin multiplicity: 1. The molar mass is 105.1 g mol⁻¹. For the largest force on an atom, the calculation gives 4.70 eV/Å. The energy relative to the best compared isomer or geometry (same formula, charge and spin) comes out at 439.2 kJ/mol.

***

Computed electronic energy (Ha) in order:
-1377.687431; -398.870365
Computed LUMO (eV) in order:
0.32; 0.49